{"formula": "C3H6N3O2S", "method": "ωB97M-V/def2-TZVPD", "energy_ha": -830.36500, "homo_ev": -13.69, "relative_energy_kj_mol": 540.2, "orbital_gap_ev": 9.07, "total_charge": 1, "lumo_ev": -4.62, "elements": ["C", "C", "C", "N", "N", "N", "O", "O", "S", "H", "H", "H", "H", "H", "H"], "xyz": [[-0.481, -0.615, -0.455], [-2.933, 3.322, 0.058], [2.970, -2.211, -0.255], [-2.333, 2.209, 0.074], [-0.939, 0.395, 0.214], [-2.060, 1.042, 0.227], [0.501, -1.377, -0.269], [2.058, -0.874, 1.767], [1.734, -1.998, 1.002], [-1.144, -0.809, -1.347], [-3.678, 3.764, -0.678], [-2.748, 3.788, 1.069], [2.233, -1.890, -1.057], [3.694, -1.460, -0.089], [3.126, -3.286, -0.263]], "lowdin_charge": [-0.2584, 0.1233, -0.1876, 0.0402, 0.1182, 0.0920, -0.2261, -0.3847, 1.0388, 0.1693, 0.1386, 0.1294, 0.0767, 0.0605, 0.0697]}